Entry A
Density functional theory data (ωB97M-V with the def2-TZVPD basis set) for a 2-piece molecular cluster, C2H6N2 overall.

CARTESIAN COORDINATES (ANGSTROEM)
H (5.35, 0.72, 0.82)
N (4.03, 0.98, -0.72)
H (-4.83, 0.77, 0.47)
N (-4.39, -1.25, 0.55)
C (-4.45, -0.14, -0.06)
H (-3.84, -1.25, 1.41)
H (4.50, -0.83, 0.20)
H (4.64, 1.76, -0.98)
C (4.63, 0.25, 0.13)
H (-4.24, -0.03, -1.13)

Its LUMO energy is 0.88 eV. As for the SMILES: C=N.C=N. As for the HOMO energy: -8.95 eV. Its spin multiplicity is 1. As for the net charge: 0.

natural (NBO) atomic charges, in units of e:
1 H 0.1372
2 N -0.6121
3 H 0.1289
4 N -0.6788
5 C 0.0247
6 H 0.3716
7 H 0.1646
8 H 0.3407
9 C -0.0304
10 H 0.1535

Entry B
Density functional theory data (ωB97M-V with the def2-TZVPD basis set) for one molecule with the formula C2H6N2.

CARTESIAN COORDINATES (ANGSTROEM)
C (1.37, 0.25, -1.24)
N (0.61, 0.68, -0.32)
C (-1.03, 0.14, 1.21)
N (-0.23, -0.20, 0.16)
H (0.87, -0.62, -1.95)
H (-0.52, -0.07, 2.06)
H (-1.26, 1.19, 0.93)
H (2.19, 0.71, -1.90)
H (-1.82, -0.74, 1.14)
H (-0.17, -1.34, -0.09)

Its LUMO energy is 1.14 eV. As for the SMILES: C=NNC. As for the HOMO energy: -7.98 eV. Its spin multiplicity is 1. As for the net charge: 0.

natural (NBO) atomic charges, in units of e:
1 C -0.2290
2 N -0.2069
3 C -0.3881
4 N -0.4251
5 H 0.1187
6 H 0.1752
7 H 0.2227
8 H 0.2031
9 H 0.1859
10 H 0.3435

Entry C
Density functional theory data (ωB97M-V with the def2-TZVPD basis set) for one molecule with the formula C2H6N2.

CARTESIAN COORDINATES (ANGSTROEM)
C (-0.03, -0.29, -1.33)
H (-0.88, 0.31, -1.64)
H (0.07, -0.26, 2.60)
H (-0.06, -1.22, -1.90)
H (0.83, 0.30, -1.65)
N (0.11, 0.67, 2.17)
N (0.10, -0.51, 0.11)
H (-0.94, 1.20, 0.43)
C (-0.28, 0.50, 0.97)
H (1.08, -0.72, 0.24)

Its LUMO energy is 1.03 eV. As for the SMILES: [H]/N=C\NC. As for the HOMO energy: -8.81 eV. Its spin multiplicity is 1. As for the net charge: 0.

natural (NBO) atomic charges, in units of e:
1 C -0.4201
2 H 0.2048
3 H 0.3488
4 H 0.2083
5 H 0.1828
6 N -0.7447
7 N -0.6258
8 H 0.1323
9 C 0.3312
10 H 0.3824

Entry D
Density functional theory data (ωB97M-V with the def2-TZVPD basis set) for one molecule with the formula C2H6N2.

CARTESIAN COORDINATES (ANGSTROEM)
H (-0.96, 1.25, 0.29)
H (-1.52, -2.31, 1.27)
H (0.53, 1.77, -1.50)
H (1.84, 0.95, -0.49)
N (-1.55, -1.31, 0.84)
C (0.83, 0.79, -0.97)
H (0.99, 0.04, -1.71)
H (0.49, -0.99, 1.33)
C (-0.45, -0.71, 0.82)
N (-0.19, 0.52, 0.12)

Its LUMO energy is 1.10 eV. As for the SMILES: [H]/N=C/NC. As for the HOMO energy: -8.82 eV. Its spin multiplicity is 1. As for the net charge: 0.

natural (NBO) atomic charges, in units of e:
1 H 0.3951
2 H 0.3557
3 H 0.2156
4 H 0.1837
5 N -0.6648
6 C -0.4017
7 H 0.1969
8 H 0.1337
9 C 0.2890
10 N -0.7033

Stability order, top to bottom: entry C, entry D, entry A, entry B

Entry A
Density functional theory data (ωB97M-V with the def2-TZVPD basis set) for a 2-piece molecular cluster, C2H6N2 overall.

CARTESIAN COORDINATES (ANGSTROEM)
H (1.09, -0.92, -2.11)
C (-0.32, 0.00, -1.12)
C (-1.00, 0.53, 0.24)
H (-0.07, 0.83, 0.84)
H (2.34, -0.36, 2.33)
H (-1.01, 0.02, -2.06)
N (0.73, -0.63, -1.20)
H (-1.81, 1.12, 0.02)
N (1.38, -0.30, 2.19)
H (-1.33, -0.29, 0.86)

Its LUMO energy (alpha / beta) is -1.08 / -1.14 eV. As for the HOMO energy (alpha / beta): -9.21 / -9.23 eV. Its spin multiplicity is 1. As for the net charge: 0.

natural (NBO) atomic charges, in units of e:
1 H 0.3533
2 C 0.1744
3 C -0.6922
4 H 0.2533
5 H 0.2140
6 H 0.1186
7 N -0.6550
8 H 0.2136
9 N -0.2127
10 H 0.2328

Entry B
Density functional theory data (ωB97M-V with the def2-TZVPD basis set) for a 2-piece molecular cluster, C2H6N2 overall.

CARTESIAN COORDINATES (ANGSTROEM)
H (-4.17, 1.73, -1.03)
N (-3.81, 2.86, -2.78)
H (3.96, -3.59, 2.82)
H (-2.94, 3.14, -2.32)
H (4.06, -1.48, 0.98)
C (-4.50, 2.16, -1.98)
H (-5.51, 2.01, -2.31)
N (4.22, -3.30, 1.88)
C (4.21, -2.02, 1.90)
H (4.47, -1.52, 2.84)

Its LUMO energy is 1.21 eV. As for the SMILES: C=N.C=N. As for the HOMO energy: -10.00 eV. Its spin multiplicity is 1. As for the net charge: 0.

natural (NBO) atomic charges, in units of e:
1 H 0.1506
2 N -0.5839
3 H 0.3310
4 H 0.3243
5 H 0.1642
6 C -0.0512
7 H 0.1602
8 N -0.5967
9 C -0.0474
10 H 0.1489

Stability order, top to bottom: entry B, entry A

Entry A
Density functional theory data (ωB97M-V with the def2-TZVPD basis set) for one molecule with the formula C2H6N2.

CARTESIAN COORDINATES (ANGSTROEM)
H (0.65, 1.20, -1.75)
H (-0.22, -0.05, 2.35)
H (1.19, -1.13, 2.26)
C (-0.27, 0.73, -1.70)
N (0.59, -0.05, 0.51)
H (-0.74, 0.08, -2.52)
N (-0.57, -0.01, -0.52)
H (-0.90, 1.59, -1.59)
C (0.26, -0.69, 1.69)
H (-0.47, -1.42, 1.48)

Its LUMO energy (alpha / beta) is -0.26 / -0.27 eV. As for the SMILES: C/N=N/C. As for the HOMO energy (alpha / beta): -9.56 / -9.54 eV. Its spin multiplicity is 1. As for the net charge: 0.

natural (NBO) atomic charges, in units of e:
1 H 0.2131
2 H 0.2228
3 H 0.2094
4 C -0.4825
5 N -0.1743
6 H 0.2260
7 N -0.1623
8 H 0.2222
9 C -0.4852
10 H 0.2109

Entry B
Density functional theory data (ωB97M-V with the def2-TZVPD basis set) for one molecule with the formula C2H6N2.

CARTESIAN COORDINATES (ANGSTROEM)
H (-1.56, 0.94, -0.16)
C (-1.22, -0.15, -0.01)
H (-1.76, -0.78, -0.79)
H (1.81, -1.22, -0.13)
N (0.82, -1.47, 0.00)
H (1.95, 0.82, 0.16)
C (0.27, -0.35, 0.05)
H (0.49, 1.72, -0.01)
N (0.95, 0.89, -0.04)
H (-1.76, -0.40, 0.92)

Its LUMO energy is 0.99 eV. As for the SMILES: [H]/N=C(/C)N. As for the HOMO energy: -9.41 eV. Its spin multiplicity is 1. As for the net charge: 0.

natural (NBO) atomic charges, in units of e:
1 H 0.2063
2 C -0.6874
3 H 0.2441
4 H 0.3144
5 N -0.6776
6 H 0.3804
7 C 0.4361
8 H 0.3845
9 N -0.8394
10 H 0.2388

Entry C
Density functional theory data (ωB97M-V with the def2-TZVPD basis set) for a 2-piece molecular cluster, C2H6N2 overall.

CARTESIAN COORDINATES (ANGSTROEM)
H (0.46, -1.90, 0.06)
H (-0.28, 0.68, -1.98)
C (-0.40, 1.76, -2.07)
H (1.05, -3.32, 0.92)
C (0.59, -2.32, 1.06)
H (1.06, -2.11, 2.84)
N (-0.61, 2.45, -1.04)
H (-0.37, 2.08, -3.11)
H (-0.90, 3.41, -1.24)
N (0.35, -1.79, 2.17)

Its LUMO energy is 1.08 eV. As for the SMILES: C=N.C=N. As for the HOMO energy: -9.63 eV. Its spin multiplicity is 1. As for the net charge: 0.

natural (NBO) atomic charges, in units of e:
1 H 0.1538
2 H 0.1489
3 C -0.0370
4 H 0.1239
5 C -0.0158
6 H 0.3456
7 N -0.5859
8 H 0.1397
9 H 0.3343
10 N -0.6075

Entry D
Density functional theory data (ωB97M-V with the def2-TZVPD basis set) for one molecule with the formula C2H6N2.

CARTESIAN COORDINATES (ANGSTROEM)
H (0.48, 2.87, -0.53)
N (-0.18, 0.93, -0.15)
N (0.16, -0.32, 0.12)
C (-0.86, -1.35, 0.28)
H (1.17, -0.54, 0.08)
H (-0.33, -2.32, 0.32)
H (1.78, 1.54, -0.35)
C (0.74, 1.81, -0.38)
H (-1.53, -1.34, -0.58)
H (-1.44, -1.28, 1.20)

Its LUMO energy is 1.22 eV. As for the SMILES: C=NNC. As for the HOMO energy: -8.24 eV. Its spin multiplicity is 1. As for the net charge: 0.

natural (NBO) atomic charges, in units of e:
1 H 0.1902
2 N -0.1979
3 N -0.4366
4 C -0.4020
5 H 0.3484
6 H 0.2025
7 H 0.1382
8 C -0.2346
9 H 0.1990
10 H 0.1927

Stability order, top to bottom: entry B, entry D, entry C, entry A

Entry A
Density functional theory data (ωB97M-V with the def2-TZVPD basis set) for a 3-piece molecular cluster, C4H15NO2 overall.

CARTESIAN COORDINATES (ANGSTROEM)
H (1.72, -3.26, -1.75)
H (0.67, 4.40, -0.74)
O (0.95, -2.75, -1.96)
O (1.23, 4.88, -1.34)
H (1.66, 5.58, -0.85)
C (-1.44, -1.06, -1.67)
N (-0.48, -0.59, -0.71)
H (1.76, -0.28, 1.74)
H (-2.51, -0.80, -1.58)
H (-1.15, -0.66, -2.67)
H (-1.08, -1.42, 1.04)
C (-1.01, -0.41, 0.62)
H (-1.01, 0.81, 2.35)
H (-2.06, -0.02, 0.62)
H (0.69, -1.41, 2.54)
H (0.93, -1.93, -1.44)
C (-0.24, 0.46, 1.67)
H (1.16, 0.01, 3.37)
H (0.44, -0.31, -0.97)
C (0.86, -0.34, 2.36)
H (-1.33, -2.15, -1.75)
H (0.24, 1.26, 1.12)

Its LUMO energy is 0.67 eV. As for the SMILES: CCCNC.O.O. As for the HOMO energy: -8.30 eV. Its spin multiplicity is 1. As for the net charge: 0.

natural (NBO) atomic charges, in units of e:
1 H 0.4713
2 H 0.4705
3 O -0.9586
4 O -0.9409
5 H 0.4705
6 C -0.4231
7 N -0.6884
8 H 0.1992
9 H 0.1979
10 H 0.2005
11 H 0.1627
12 C -0.1922
13 H 0.2098
14 H 0.1779
15 H 0.2074
16 H 0.4735
17 C -0.4074
18 H 0.2124
19 H 0.3769
20 C -0.6179
21 H 0.1995
22 H 0.1985

Entry B
Density functional theory data (ωB97M-V with the def2-TZVPD basis set) for a 3-piece molecular cluster, C4H15NO2 overall.

CARTESIAN COORDINATES (ANGSTROEM)
H (0.40, 0.35, 2.77)
H (-0.94, -4.70, 0.04)
O (-1.45, 4.30, -1.56)
C (0.47, -0.67, -1.44)
H (-1.38, 3.38, -1.88)
H (-0.02, 2.43, 1.84)
H (1.67, -0.09, 1.69)
H (-0.41, -0.82, -2.05)
H (1.77, 2.29, 1.82)
H (0.68, 2.09, 0.37)
C (-0.35, -0.32, 0.85)
C (0.68, 0.38, 1.72)
H (0.91, -1.75, 0.34)
H (0.79, 0.37, -1.35)
H (-0.13, -3.63, -0.72)
O (-0.08, -4.50, -0.33)
H (1.23, -1.26, -1.95)
C (0.85, 1.89, 1.43)
N (0.17, -1.26, -0.13)
H (-2.10, 4.63, -2.19)
H (-1.00, 0.45, 0.43)
H (-1.06, -0.87, 1.48)

Its LUMO energy is 0.62 eV. As for the SMILES: CCCNC.O.O. As for the HOMO energy: -8.86 eV. Its spin multiplicity is 1. As for the net charge: 0.

natural (NBO) atomic charges, in units of e:
1 H 0.2041
2 H 0.4682
3 O -0.9274
4 C -0.4195
5 H 0.4634
6 H 0.2046
7 H 0.1972
8 H 0.1908
9 H 0.2132
10 H 0.1954
11 C -0.2272
12 C -0.4235
13 H 0.3638
14 H 0.1781
15 H 0.4812
16 O -0.9537
17 H 0.2018
18 C -0.6041
19 N -0.6527
20 H 0.4644
21 H 0.1880
22 H 0.1937

Stability order, top to bottom: entry B, entry A